#A
C5H6N2S | ωB97M-V/def2-TZVPD

total charge	0

Last column: Mulliken charge in e.
CARTESIAN COORDINATES (ANGSTROEM)
C -0.091 2.014 0.110  -1.08
S -2.519 -0.513 -0.100  -0.23
H -0.370 2.519 -0.852  0.27
C -0.674 -0.661 -0.212  0.22
H -2.639 -1.846 -0.527  0.16
C -0.169 -1.902 0.153  -0.14
H 0.928 2.484 0.449  0.32
N 1.205 -1.961 0.029  -0.36
N 2.076 -0.946 -0.187  -0.43
C 1.474 0.217 -0.178  -0.50
H -0.838 2.060 0.891  0.38
H -0.820 -2.841 0.746  0.28
H 2.214 0.938 -0.303  0.48
C 0.222 0.437 -0.019  0.63

=====

#B
C5H6N2S | ωB97M-V/def2-TZVPD

total charge	0

Last column: Mulliken charge in e.
CARTESIAN COORDINATES (ANGSTROEM)
C 1.568 -1.274 0.331  -0.44
H 3.228 -0.578 -0.851  0.34
C -1.427 0.840 -0.153  -0.50
S -2.718 -0.223 0.018  -0.30
H 1.657 -1.207 1.389  0.24
C 0.085 -1.080 -0.060  -0.27
N 2.276 0.988 0.066  -0.53
C 1.045 1.257 0.265  -0.39
H -1.632 1.885 -0.357  0.32
H 2.097 -2.202 0.172  0.40
N 2.181 -0.357 -0.491  -0.22
C -0.109 0.348 -0.015  0.86
H -0.916 -1.688 -0.319  0.20
H 0.874 2.392 0.430  0.28

=====

Which one is most stable, and which one is least stable? #A is the most stable of them, while #B is the least stable.

=====

#A
C5H6N2S | ωB97M-V/def2-TZVPD

total charge	0

Last column: Mulliken charge in e.
CARTESIAN COORDINATES (ANGSTROEM)
C 1.019 0.018 -0.351  -0.29
N 3.260 -1.185 -0.264  -0.39
C -0.188 -1.793 0.414  -0.86
C -0.780 2.069 -0.032  -0.79
C 2.257 -0.626 -0.301  0.18
H -1.627 1.528 0.372  0.28
H -0.826 3.111 0.265  0.36
H 0.134 -2.523 -0.309  0.37
H -0.752 1.989 -1.114  0.26
N -2.541 -0.862 0.234  -0.46
H 0.523 0.050 -1.311  0.43
C -1.483 -1.310 0.323  0.55
H 0.246 -1.861 1.398  0.34
S 0.758 1.396 0.676  0.03

=====

#B
C5H6N2S | ωB97M-V/def2-TZVPD

total charge	0

Last column: Mulliken charge in e.
CARTESIAN COORDINATES (ANGSTROEM)
H 1.775 0.151 1.438  0.21
H 2.755 -0.616 -1.146  0.31
C 2.068 -0.967 -0.398  -0.97
S -0.553 1.080 1.938  -0.16
C -0.993 0.267 -0.568  0.39
H -2.872 2.067 1.598  0.31
C -2.169 1.309 1.011  0.08
H 2.400 -1.903 0.288  0.23
H -1.901 -0.571 -2.075  0.29
H 1.306 -1.429 -1.176  0.27
C 0.043 0.361 0.466  0.59
C 1.282 -0.059 0.447  -0.34
N -2.233 0.815 -0.185  -0.57
N -0.908 -0.504 -1.638  -0.62

=====

Which one is most stable, and which one is least stable? #B is the most stable of them, while #A is the least stable.

=====

#A
C5H6N2S | ωB97M-V/def2-TZVPD

total charge	0

Last column: Mulliken charge in e.
CARTESIAN COORDINATES (ANGSTROEM)
N -2.160 -1.155 -0.783  -0.50
C 1.030 0.254 -0.967  -0.24
H -2.196 -1.403 -1.941  0.29
H -3.004 -0.999 -0.196  0.24
H -1.544 -0.823 1.653  0.18
H 1.603 0.664 -1.740  0.47
N -0.174 -0.108 -1.325  -0.56
C -1.039 -0.426 -0.386  0.62
C -0.684 -0.499 0.951  -0.44
H 2.465 2.617 0.281  0.15
S 2.934 1.301 0.515  -0.27
C 0.528 0.035 1.303  -0.24
H 0.801 0.148 2.367  0.39
C 1.440 0.395 0.268  -0.09

=====

#B
C5H6N2S | ωB97M-V/def2-TZVPD

total charge	0

Last column: Mulliken charge in e.
CARTESIAN COORDINATES (ANGSTROEM)
C 1.785 0.891 0.393  -0.35
H -0.372 1.819 0.715  0.20
H -0.912 2.058 -0.969  0.30
H -0.013 -1.088 1.126  0.24
H -0.022 -1.526 -0.584  0.45
C -0.091 -0.759 -0.026  -0.48
N 0.693 0.421 -0.399  -0.09
N 3.391 -1.086 -0.183  -0.45
C -0.477 1.154 -0.315  -0.27
S -2.905 -0.369 0.091  -0.29
H 2.369 1.840 0.020  0.28
H 1.410 0.936 1.536  0.35
C 2.657 -0.201 0.133  0.21
C -1.301 0.001 -0.057  -0.10

=====

#C
C5H6N2S | ωB97M-V/def2-TZVPD

total charge	0

Last column: Mulliken charge in e.
CARTESIAN COORDINATES (ANGSTROEM)
H -2.800 -1.041 -2.043  0.30
C 1.688 0.800 -0.136  -0.60
H -2.388 -0.730 0.534  0.35
C 0.568 0.114 -0.550  0.08
N 1.706 -0.634 3.219  -0.40
H -1.202 -0.230 -2.178  0.21
C -1.736 -0.447 -0.276  0.10
C 1.858 0.250 2.505  0.36
H -0.414 0.421 1.220  0.23
H 0.771 -0.249 -1.504  0.32
N -0.532 0.066 0.166  -0.13
S 1.790 1.599 1.470  -0.22
C -1.906 -0.727 -1.557  -0.90
H 2.597 0.809 -0.869  0.30

=====

Which one is most stable, and which one is least stable? #A is the most stable of them, while #B is the least stable.

=====

#A
C3H3NO2P | ωB97M-V/def2-TZVPD

total charge	-1

Last column: Mulliken charge in e.
CARTESIAN COORDINATES (ANGSTROEM)
H -0.892 0.835 -0.022  0.17
C 1.322 0.364 0.201  0.00
H -1.191 -1.874 -0.808  0.36
O 0.758 -2.116 -0.449  -0.44
N 2.314 0.931 -0.660  -0.29
H 1.501 0.932 1.128  0.56
C -0.076 0.043 -0.215  -0.61
P 2.154 -1.393 0.291  -0.25
C -0.312 -1.285 -0.507  -0.04
O 3.147 1.698 -0.019  -0.45

=====

#B
C3H3NO2P | ωB97M-V/def2-TZVPD

total charge	-1

Last column: Mulliken charge in e.
CARTESIAN COORDINATES (ANGSTROEM)
H 1.003 -1.547 1.083  -0.03
N 0.402 0.512 -0.180  -0.39
H -0.464 1.029 0.067  0.26
C -3.184 0.305 -0.132  0.66
C -2.112 -0.339 -0.158  -0.90
C -1.437 -1.497 0.051  0.62
H 1.118 1.117 -0.467  0.19
O -3.936 1.263 -0.038  -0.66
P 0.402 -1.147 -0.285  -0.12
O -1.838 -2.646 0.154  -0.62

=====

Which one is most stable, and which one is least stable? #B is the most stable of them, while #A is the least stable.

=====

#A
C2H2N4O2 | ωB97M-V/def2-TZVPD

total charge	0

Last column: Mulliken charge in e.
CARTESIAN COORDINATES (ANGSTROEM)
N -1.482 -0.536 -0.571  -0.24
C 0.599 0.325 -0.826  0.56
C 0.084 -0.421 1.297  0.45
N 1.060 -0.059 0.248  -0.36
O 0.535 -0.497 2.408  -0.51
H 1.938 1.566 -1.614  0.34
N -1.196 -0.483 0.864  0.05
O 1.067 1.323 -1.713  -0.46
H -2.064 -0.826 1.395  0.30
N -0.542 -0.391 -1.489  -0.13

=====

#B
C2H2N4O2 | ωB97M-V/def2-TZVPD

total charge	0

Last column: Mulliken charge in e.
CARTESIAN COORDINATES (ANGSTROEM)
O 2.186 -0.087 -0.961  -0.07
C -1.198 0.178 0.162  0.25
H -0.132 -1.434 0.865  0.35
N 0.785 1.527 -0.970  -0.12
H -1.772 -1.114 1.749  0.20
N 1.955 1.312 -1.096  -0.03
N 1.081 -0.738 -0.456  -0.31
C 0.209 0.261 -0.403  0.62
O -2.081 0.913 -0.116  -0.47
N -1.034 -0.818 1.226  -0.43

=====

#C
C2H2N4O2 | ωB97M-V/def2-TZVPD

total charge	0

Last column: Mulliken charge in e.
CARTESIAN COORDINATES (ANGSTROEM)
N 1.055 0.834 0.510  -0.09
H -0.905 -0.531 -2.003  0.34
C -0.067 0.112 0.054  -0.02
O -1.171 -1.829 0.098  -0.56
H 0.650 1.890 -2.484  0.30
N 0.422 1.329 -1.563  0.14
N 1.108 1.705 -0.430  -0.49
N -0.544 -1.025 0.808  0.87
C -0.311 0.328 -1.356  0.02
O -0.299 -1.158 2.029  -0.52

=====

#D
C2H2N4O2 | ωB97M-V/def2-TZVPD

total charge	0

Last column: Mulliken charge in e.
CARTESIAN COORDINATES (ANGSTROEM)
H 1.298 1.837 -1.970  0.27
C 0.484 -0.923 0.355  0.63
N -1.346 0.344 0.941  -0.04
C 0.150 0.798 -0.932  0.59
N -0.663 -0.636 1.223  -0.20
H 0.881 -1.959 1.921  0.44
N 0.361 1.896 -1.612  -0.63
O -1.175 0.876 -0.305  -0.14
N 0.881 -0.273 -0.694  -0.44
O 1.099 -1.932 0.869  -0.48

=====

Which one is most stable, and which one is least stable? #A is the most stable of them, while #C is the least stable.

=====

#A
C2H2N4O2 | ωB97M-V/def2-TZVPD

total charge	0

Last column: Mulliken charge in e.
CARTESIAN COORDINATES (ANGSTROEM)
N 0.046 1.785 0.048  -0.30
N -2.369 -0.585 -0.282  -0.54
H -2.426 -1.566 -0.608  0.26
C -1.225 -0.145 0.204  0.50
H 2.810 0.113 -0.157  0.50
N -1.085 1.303 0.348  -0.10
O 2.193 -0.804 -0.028  -0.49
O -0.081 -1.021 0.566  -0.23
C 0.983 -0.210 -0.010  0.56
N 1.154 1.129 -0.081  -0.17

=====

#B
C2H2N4O2 | ωB97M-V/def2-TZVPD

total charge	0

Last column: Mulliken charge in e.
CARTESIAN COORDINATES (ANGSTROEM)
N 0.897 1.174 0.119  -0.16
C 0.832 -0.241 0.140  0.56
N 2.000 -0.781 -0.167  -0.62
N -0.076 1.968 0.096  0.00
C -1.539 -0.102 0.030  0.52
N -0.377 -0.813 0.419  -0.21
O -2.598 -0.627 -0.114  -0.47
H 2.794 -0.102 -0.512  0.30
O -1.406 1.292 -0.062  -0.23
H -0.528 -1.768 0.051  0.32

=====

Which one is most stable, and which one is least stable? #B is the most stable of them, while #A is the least stable.

=====

#A
C2H2N4O2 | ωB97M-V/def2-TZVPD

total charge	0

Last column: Mulliken charge in e.
CARTESIAN COORDINATES (ANGSTROEM)
H -0.874 -1.363 0.794  0.30
C 0.737 1.003 1.328  0.10
H 1.099 0.125 1.720  0.36
N -0.460 1.073 -0.699  -0.32
O 1.298 2.215 1.231  -0.49
C -0.406 -1.011 -1.256  0.43
N -0.131 0.483 0.393  0.51
N -0.141 -0.972 0.184  -0.31
N -0.526 0.275 -1.597  -0.15
O -0.597 -1.828 -2.096  -0.45

=====

#B
C2H2N4O2 | ωB97M-V/def2-TZVPD

total charge	0

Last column: Mulliken charge in e.
CARTESIAN COORDINATES (ANGSTROEM)
H 2.865 -0.415 0.271  0.32
C -0.904 0.790 0.042  0.60
H 1.505 0.978 -0.216  0.26
N -2.318 -0.923 -0.036  -0.03
O -0.442 1.898 -0.040  -0.58
N -0.258 -0.337 -0.131  0.64
O -2.205 0.436 0.091  -0.17
C 1.919 -0.090 -0.016  -0.26
N -1.155 -1.397 -0.035  -0.27
N 0.994 -0.940 0.069  -0.52

=====

Which one is most stable, and which one is least stable? #B is the most stable of them, while #A is the least stable.